Record 1
6
Properties=species:S:1:pos:R:3:lowdin_charge:R:1 method="wB97M-V/def2-TZVPD" energy_ha=-703.8229 charge=-1 e_above_lowest_kcal_mol=73.7 homo_lumo_gap_ev="7.1 / 8.3"
N 0.70 0.07 -0.43 -0.1952
O -1.08 1.46 0.73 -0.4690
O -1.73 -0.29 -0.91 -0.4370
F 1.48 -1.79 0.30 -0.5100
S -0.77 0.14 0.11 0.6024
H 1.40 0.41 0.20 0.0088

Record 2
7
Properties=species:S:1:pos:R:3:lowdin_charge:R:1 method="wB97M-V/def2-TZVPD" energy_ha=-722.2428 charge=-2 e_above_lowest_kcal_mol=25.7 homo_lumo_gap_ev=6.7
N 0.40 -0.81 -0.51 -0.2250
O -1.46 -1.81 -2.21 -0.5153
O -1.48 0.69 -1.69 -0.5690
O -2.08 -1.01 0.16 -0.5199
F 1.40 -0.35 -1.31 -0.2583
P -1.33 -0.75 -1.14 -0.0559
H 0.28 0.20 0.41 0.1435

Record 3
5
Properties=species:S:1:pos:R:3:lowdin_charge:R:1 method="wB97M-V/def2-TZVPD" energy_ha=-648.9105 e_above_lowest_kcal_mol=131.8 homo_lumo_gap_ev="9.0 / 9.0"
O 1.15 -1.21 1.27 -0.3771
S 1.04 -0.30 0.17 0.9801
O 2.39 1.19 -0.10 -0.4127
F 1.00 -1.29 -1.28 -0.3502
H -0.53 -0.04 -0.12 0.1598

Record 4
5
Properties=species:S:1:pos:R:3:lowdin_charge:R:1 method="wB97M-V/def2-TZVPD" energy_ha=-1434.7449 e_above_lowest_kcal_mol=82.9 homo_lumo_gap_ev="6.2 / 7.2"
F 0.48 -2.00 0.13 -0.5336
P 0.60 0.62 1.74 0.1056
S -0.21 -0.56 0.21 0.0540
I -0.94 2.30 0.68 0.2956
I 0.07 -0.35 -2.75 0.0784

Record 5
2
Properties=species:S:1:pos:R:3:lowdin_charge:R:1 method="wB97M-V/def2-TZVPD" energy_ha=-288.8631 charge=+2 e_above_lowest_kcal_mol=53.7 homo_lumo_gap_ev=6.2
In -0.65 0.45 -1.20 1.9483
F 0.65 -0.45 1.20 0.0517

Record 6
3
Properties=species:S:1:pos:R:3:lowdin_charge:R:1 method="wB97M-V/def2-TZVPD" energy_ha=-707.0412 charge=+1 e_above_lowest_kcal_mol=97.9 homo_lumo_gap_ev=5.7
Li -0.04 1.62 -1.01 0.8694
K -1.09 -2.08 -0.72 0.9331
F 1.13 0.46 1.73 -0.8024

Record 7
7
Properties=species:S:1:pos:R:3:lowdin_spin:R:1 method="wB97M-V/def2-TZVPD" s_squared=2.013 spin_multiplicity=3 energy_ha=-1220.5663 e_above_lowest_kcal_mol=0.0 homo_lumo_gap_ev="6.8 / 7.5"
Pt 1.04 -1.40 0.14 1.2028
F 2.52 0.04 0.85 0.1556
N -0.23 1.31 -0.43 0.0415
S 1.20 0.83 -0.84 0.3084
S -1.36 0.22 0.42 0.0498
O -0.66 -1.18 0.38 0.2088
O -2.52 0.19 -0.53 0.0331

Record 8
6
Properties=species:S:1:pos:R:3:lowdin_charge:R:1 method="wB97M-V/def2-TZVPD" energy_ha=-778.4073 e_above_lowest_kcal_mol=5.4 homo_lumo_gap_ev=10.5
N 0.97 -0.27 0.93 -0.0507
O -0.30 -0.01 0.40 -0.3340
O 0.89 -0.98 1.89 0.0752
O -1.69 0.53 -1.59 -0.3877
F 0.66 0.24 -2.00 -0.3139
S -0.44 0.95 -0.96 1.0110

Record 9
8
Properties=species:S:1:pos:R:3:lowdin_spin:R:1 method="wB97M-V/def2-TZVPD" s_squared=0.751 spin_multiplicity=2 energy_ha=-2335.0834 charge=+1 homo_lumo_gap_ev="6.5 / 5.3"
Yb -0.38 1.42 0.96 0.9634
F -2.36 0.90 1.44 0.0079
N 0.48 -1.76 -0.62 0.0019
S 1.94 -0.96 -0.07 0.0075
O 2.73 -0.85 -1.32 0.0039
O 1.42 0.47 0.29 0.0142
S -0.69 -0.88 -1.09 0.0004
O -1.86 -1.68 -1.51 0.0008

Record 10
9
Properties=species:S:1:pos:R:3:lowdin_spin:R:1 method="wB97M-V/def2-TZVPD" s_squared=3.753 spin_multiplicity=4 energy_ha=-2194.9975 charge=+2 homo_lumo_gap_ev="8.9 / 9.1"
V 1.57 -2.03 -0.11 2.9075
F -0.27 -1.53 -0.19 0.0316
N -0.32 1.10 0.24 0.0055
S -1.35 -0.21 0.11 0.0042
O -1.87 -0.50 1.40 0.0005
O -2.07 -0.12 -1.12 0.0017
S 1.31 1.14 0.30 0.0107
O 0.74 1.74 -1.01 0.0025
O 2.01 -0.14 0.15 0.0358

Record 11
62
Properties=species:S:1:pos:R:3:lowdin_spin:R:1 method="wB97M-V/def2-TZVPD" s_squared=8.766 spin_multiplicity=6 energy_ha=-3961.5550 charge=-1 e_above_lowest_kcal_mol=0.0 homo_lumo_gap_ev="7.6 / 5.5"
Fe 9.91 11.55 -5.05 4.0301
S 10.08 10.91 -1.80 0.0145
O 8.95 10.08 -1.48 0.0070
O 10.10 11.11 -3.25 0.1168
O 9.94 12.27 -1.29 0.0082
O 11.35 10.42 -1.40 0.0074
S 12.97 12.73 -5.76 -0.0123
O 12.89 14.12 -6.17 0.0501
O 13.48 11.81 -6.77 0.2100
O 13.76 12.62 -4.54 0.0417
O 11.63 12.17 -5.40 0.3824
O 6.63 11.17 -1.55 0.0001
H 6.42 11.43 -2.42 0.0001
H 7.36 10.47 -1.58 0.0000
O 7.52 8.43 -0.02 0.0003
H 8.10 9.09 -0.51 0.0001
H 7.61 8.60 0.93 0.0000
O 8.67 13.02 0.72 0.0005
H 9.22 12.74 -0.06 0.0002
H 8.19 13.80 0.47 0.0000
O 10.78 8.00 0.45 0.0000
H 11.16 8.77 0.00 0.0000
H 10.65 7.43 -0.28 0.0000
O 13.71 11.11 -2.63 0.0000
H 13.59 11.81 -3.36 -0.0003
H 12.86 10.89 -2.27 0.0000
O 7.99 10.91 -4.76 0.0404
H 7.27 11.48 -5.01 0.0022
H 7.58 10.10 -4.45 0.0023
O 7.75 8.49 -3.21 0.0006
H 7.30 7.92 -2.59 0.0000
H 8.32 9.06 -2.69 0.0000
O 10.43 14.70 -0.99 0.0000
H 10.23 14.97 -0.11 0.0000
H 10.13 13.79 -1.00 0.0000
O 10.28 9.60 -5.62 0.0413
H 10.97 8.96 -5.40 0.0023
H 9.77 9.08 -6.24 0.0025
O 13.01 9.85 0.17 0.0005
H 13.60 9.21 -0.24 0.0000
H 12.41 10.08 -0.59 0.0002
O 11.41 11.44 1.73 0.0000
H 11.97 10.75 1.40 0.0000
H 11.53 11.54 2.68 0.0000
O 9.48 13.53 -4.50 0.0445
H 9.26 14.26 -5.04 0.0030
H 10.09 14.01 -3.93 0.0008
O 12.80 12.97 -0.65 0.0000
H 12.50 12.93 -1.56 0.0000
H 12.42 12.26 -0.20 0.0000
O 11.77 14.10 -3.27 0.0034
H 11.50 14.46 -2.43 -0.0001
H 12.02 14.83 -3.88 -0.0004
O 8.99 10.14 1.57 0.0001
H 9.86 10.56 1.43 0.0000
H 9.15 9.20 1.30 0.0000
O 12.74 9.25 -4.38 -0.0008
H 13.19 9.89 -3.83 0.0000
H 12.08 9.02 -3.72 0.0000
O 7.81 13.71 -2.11 0.0002
H 7.15 13.14 -1.73 0.0000
H 8.67 13.25 -1.97 0.0000

Record 12
16
Properties=species:S:1:pos:R:3:lowdin_charge:R:1 method="wB97M-V/def2-TZVPD" energy_ha=-680.0069 charge=-1 e_above_lowest_kcal_mol=9.2 homo_lumo_gap_ev=8.3
I -0.80 1.05 0.35 0.0358
O 2.67 -0.40 0.62 -0.0927
H 3.16 0.36 1.01 0.0485
H 1.84 -0.04 0.44 -0.1299
O -1.22 1.58 -3.25 -0.0795
H -1.28 1.61 -2.30 -0.1279
H -1.08 2.42 -3.60 -0.0142
O -1.73 -1.61 -1.95 -0.1111
H -2.08 -2.39 -1.47 0.0334
H -1.79 -0.89 -1.34 -0.1154
O -0.14 -2.31 0.58 -0.1280
H -0.35 -1.47 0.93 -0.1521
H 0.31 -2.13 -0.26 0.0249
O 1.06 1.69 3.52 -0.1092
H 1.08 0.81 3.86 0.0164
H 0.34 1.71 2.89 -0.0991

Record 13
21
Properties=species:S:1:pos:R:3:lowdin_charge:R:1 method="wB97M-V/def2-TZVPD" energy_ha=-1624.5847 charge=-2 e_above_lowest_kcal_mol=51.8 homo_lumo_gap_ev=2.5
K 0.88 0.30 -0.35 0.8628
P -2.10 0.39 0.85 -0.1138
O -3.59 0.11 0.99 -0.4945
O -1.97 0.85 -0.64 -0.4686
O -1.14 -0.82 1.01 -0.5147
O -1.71 1.49 1.89 -0.4906
O 3.59 -0.70 -0.72 -0.0715
H 4.13 -1.39 -0.36 0.0386
H 3.91 -0.59 -1.62 0.0361
O -0.56 -1.71 -1.54 -0.1396
H -1.41 -1.69 -1.98 0.0288
H -0.78 -1.68 -0.60 -0.0387
O 1.24 2.43 1.32 -0.1363
H 1.16 3.36 1.53 0.0267
H 0.36 2.07 1.45 -0.0387
O 0.55 -2.05 2.38 -0.1082
H 0.07 -1.46 1.80 -0.0915
H 1.30 -1.53 2.67 -0.0066
O -0.99 1.07 -2.83 -0.1452
H -1.59 0.50 -3.32 -0.0021
H -1.33 1.05 -1.94 -0.1325

Record 14
16
Properties=species:S:1:pos:R:3:lowdin_charge:R:1 method="wB97M-V/def2-TZVPD" energy_ha=-389.5661 charge=+1 e_above_lowest_kcal_mol=31.5 homo_lumo_gap_ev=11.9
Li 0.13 0.06 0.18 0.7289
O -1.28 -0.60 1.46 0.0316
H -1.87 -1.15 1.04 0.0300
H -1.90 -0.16 1.89 -0.0111
O -0.52 1.91 -0.33 -0.1474
H -0.03 2.71 0.17 0.1458
H -1.47 1.95 -0.25 0.0459
O 1.86 0.81 1.15 -0.1398
H 2.59 1.07 0.53 0.1015
H 1.57 1.37 1.96 0.1197
O -1.34 -0.70 -1.96 -0.0819
H -0.82 -1.10 -2.67 0.0475
H -2.08 -0.15 -2.35 0.0859
O 1.41 -1.74 -0.29 -0.0992
H 1.47 -2.64 -0.69 0.0902
H 2.27 -1.64 0.14 0.0523

Record 15
16
Properties=species:S:1:pos:R:3:lowdin_charge:R:1 method="wB97M-V/def2-TZVPD" energy_ha=-804.0832 e_above_lowest_kcal_mol=1.7 homo_lumo_gap_ev=9.5
N -2.89 -1.02 0.80 -0.2054
N -3.75 1.21 -0.27 -0.2078
N 2.80 -1.44 -0.66 -0.1448
N 3.04 1.36 -0.08 -0.1408
Si -2.79 -0.16 -0.69 0.4279
Si 2.09 -0.07 0.12 0.3689
H -3.39 -0.69 1.62 0.0103
H -2.41 -1.88 0.95 -0.0121
H -3.93 1.97 -0.90 -0.0116
H -4.16 1.37 0.64 0.0100
H 2.34 -2.33 -0.54 0.0045
H 3.09 -1.35 -1.62 0.0102
H 3.25 1.68 -1.01 0.0130
H 3.86 1.45 0.50 0.0108
H 0.76 0.29 -0.40 -0.0803
H 2.08 -0.39 1.54 -0.0525

Record 16
14
Properties=species:S:1:pos:R:3:lowdin_charge:R:1 method="wB97M-V/def2-TZVPD" energy_ha=-286.2453 charge=+1 e_above_lowest_kcal_mol=12.6 homo_lumo_gap_ev=12.6
N 0.54 0.06 0.34 0.3218
H 0.38 0.39 1.31 0.1012
H 1.57 -0.14 0.15 0.1985
H 0.09 -0.76 0.13 0.0498
H 0.23 0.73 -0.30 0.0678
H -0.19 -0.35 3.52 0.0934
H -1.19 0.79 3.38 0.0680
O -0.49 0.35 2.90 -0.0509
H 0.51 2.74 -1.97 0.0377
H 0.07 1.66 -2.93 0.0842
O 0.02 1.93 -1.99 -0.0455
H -0.32 -3.23 -1.46 0.0502
H -0.93 -1.86 -1.86 0.0888
O -0.31 -2.31 -1.21 -0.0652

Record 17
16
Properties=species:S:1:pos:R:3:lowdin_charge:R:1 method="wB97M-V/def2-TZVPD" energy_ha=-544.2424 charge=+1 e_above_lowest_kcal_mol=81.4 homo_lumo_gap_ev=12.2
Na 0.02 -0.05 -0.25 0.2034
O 1.05 1.42 -0.31 -0.0203
H 1.05 2.28 0.11 0.1053
H 1.93 1.31 -0.65 0.0856
O -1.72 0.05 -1.13 -0.0004
H -1.95 0.54 -1.92 0.1012
H -2.46 0.21 -0.54 0.0720
O 1.33 -0.98 -1.21 -0.0150
H 2.16 -0.72 -0.81 0.0811
H 1.51 -1.00 -2.15 0.1032
O 0.40 -1.31 1.22 -0.0108
H 0.48 -1.01 2.13 0.0890
H -0.14 -2.10 1.28 0.1073
O -0.99 0.72 1.25 -0.0286
H -1.91 0.54 1.04 0.0675
H -0.77 0.09 1.94 0.0594

Record 18
16
Properties=species:S:1:pos:R:3:lowdin_charge:R:1 method="wB97M-V/def2-TZVPD" energy_ha=-1103.0723 e_above_lowest_kcal_mol=161.9 homo_lumo_gap_ev=3.1
S -2.26 0.96 -0.02 0.6934
S 2.33 0.35 -0.38 0.6506
H -3.24 1.82 -0.14 -0.2277
H 3.45 1.05 -0.77 -0.1731
H -0.89 0.30 -1.91 -0.1132
H 0.63 0.18 -1.98 -0.0474
O -0.22 0.06 -2.52 -0.0930
H -0.47 1.47 1.52 -0.1240
H 1.10 1.32 1.39 -0.0305
O 0.32 1.58 2.01 -0.1026
H 3.15 -1.53 0.26 -0.1730
H 2.48 -2.90 0.67 0.0917
O 3.37 -2.41 0.54 -0.1295
H -4.30 -1.70 1.12 0.0147
H -3.21 -0.81 0.46 -0.1303
O -3.46 -1.75 0.69 -0.1061

Record 19
15
Properties=species:S:1:pos:R:3:lowdin_charge:R:1 method="wB97M-V/def2-TZVPD" energy_ha=-382.1900 e_above_lowest_kcal_mol=21.4 homo_lumo_gap_ev=11.0
O 0.51 -0.82 -0.14 -0.0512
H -0.45 -0.91 -0.16 0.0143
H 0.80 -1.19 -0.98 0.0509
O 1.65 1.07 -2.60 -0.0620
H 2.37 0.72 -2.07 0.0289
H 1.92 1.96 -2.82 0.0375
O -2.27 1.10 2.08 -0.0747
H -2.52 0.34 1.51 -0.0112
H -1.33 1.22 1.93 0.0299
O -2.52 -0.95 0.06 -0.0415
H -3.04 -0.55 -0.66 0.0773
H -2.97 -1.78 0.26 0.0750
O 2.62 0.18 1.49 -0.0811
H 1.88 -0.05 0.90 -0.0156
H 3.36 -0.36 1.20 0.0236

Record 20
15
Properties=species:S:1:pos:R:3:lowdin_charge:R:1 method="wB97M-V/def2-TZVPD" energy_ha=-382.1899 e_above_lowest_kcal_mol=21.5 homo_lumo_gap_ev=11.1
O 2.89 -1.46 -0.40 -0.0469
H 3.83 -1.29 -0.29 0.0476
H 2.77 -2.37 -0.11 0.0499
O -2.38 0.75 -1.49 -0.0448
H -2.82 0.45 -2.29 0.0473
H -2.96 0.47 -0.77 0.0532
O 0.10 -0.26 0.36 -0.0491
H -0.05 0.39 -0.34 0.0082
H 0.90 -0.74 0.09 0.0284
O 0.20 2.54 -1.04 -0.0582
H -0.25 2.41 -0.20 0.0349
H -0.24 1.93 -1.66 0.0160
O -0.95 -1.21 2.72 -0.0947
H -0.46 -0.88 3.48 0.0224
H -0.59 -0.72 1.95 -0.0141